[1]
DFT (ωB97M-V/def2-TZVPD) results for a structure of composition C25H38BrGaN4O at a distorted geometry.

Each line ends with the Löwdin charge.
Atoms and positions in Å:
Ga1 0.626 -0.123 1.752  0.44
C1 2.950 -1.856 2.637  -0.14
C2 2.208 -2.681 1.594  -0.15
N1 0.775 -2.357 1.636  -0.06
C3 0.005 -3.006 2.694  -0.09
C4 -0.598 -2.004 3.648  -0.20
C5 -1.466 -2.385 4.656  0.03
C6 -1.929 -1.422 5.541  0.02
C7 -1.456 -0.123 5.435  0.03
C8 -0.588 0.192 4.401  -0.23
C9 -0.001 1.573 4.255  -0.12
N2 0.937 1.679 3.124  -0.10
C10 2.357 1.759 3.499  -0.15
C11 2.939 0.358 3.638  -0.16
N3 2.665 -0.428 2.431  -0.06
N4 -0.217 -0.733 3.517  0.09
H1 4.023 -2.059 2.580  0.15
H2 2.608 -2.135 3.639  0.13
H3 2.388 -3.747 1.768  0.15
H4 2.576 -2.415 0.600  0.12
H5 0.390 -2.634 0.732  0.13
H6 0.650 -3.666 3.289  0.15
H7 -0.795 -3.631 2.279  0.16
H8 -1.776 -3.412 4.741  0.14
H9 -2.636 -1.687 6.313  0.14
H10 -1.760 0.637 6.134  0.14
H11 0.501 1.817 5.201  0.15
H12 -0.830 2.283 4.138  0.14
H13 0.709 2.542 2.631  0.12
H14 2.503 2.303 4.439  0.14
H15 2.895 2.297 2.711  0.14
H16 2.460 -0.147 4.478  0.13
H17 4.012 0.422 3.843  0.15
H18 3.270 -0.092 1.679  0.16
C12 -2.238 1.896 -5.452  -0.05
C13 -2.478 2.433 -4.037  -0.55
C14 -2.014 3.898 -3.975  -0.03
C15 -3.981 2.340 -3.734  -0.04
C16 -1.692 1.662 -2.988  -0.15
C17 -1.910 1.890 -1.633  -0.06
C18 -1.134 1.221 -0.718  -0.46
Br1 -1.554 1.404 1.179  0.98
C19 -0.097 0.339 -1.024  -0.30
O1 0.703 -0.173 -0.048  -0.15
C20 0.032 0.002 -2.385  -0.07
C21 -0.751 0.695 -3.307  0.04
C22 0.880 -1.139 -2.948  -0.53
C23 1.692 -1.912 -1.910  -0.06
C24 -0.090 -2.142 -3.601  -0.03
C25 1.856 -0.606 -4.002  -0.03
H19 -2.819 2.475 -6.164  0.09
H20 -2.553 0.859 -5.538  0.09
H21 -1.195 1.985 -5.743  0.09
H22 -2.554 4.490 -4.709  0.09
H23 -0.950 3.966 -4.193  0.09
H24 -2.197 4.321 -2.990  0.08
H25 -4.545 2.828 -4.525  0.09
H26 -4.232 2.830 -2.797  0.08
H27 -4.295 1.299 -3.681  0.09
H28 -2.675 2.563 -1.287  0.11
H29 -0.624 0.444 -4.347  0.10
H30 1.028 -2.403 -1.200  0.07
H31 2.388 -1.259 -1.389  0.08
H32 2.265 -2.683 -2.419  0.10
H33 -0.855 -2.461 -2.894  0.09
H34 0.458 -3.022 -3.932  0.09
H35 -0.585 -1.718 -4.468  0.09
H36 2.531 0.126 -3.564  0.10
H37 1.338 -0.142 -4.835  0.08
H38 2.447 -1.429 -4.398  0.09

- Energy relative to the best compared isomer or geometry (same formula, charge and spin): 0.584 eV
- Frontier orbital gap: 7.317 eV
- Molar mass: 560.233 g mol⁻¹
- Total charge: +2
- LUMO energy: -5.981 eV
- E_HOMO: -0.489 hartree

[2]
DFT (ωB97M-V/def2-TZVPD) results for a structure of composition C25H38ClN3O2SiSr at a distorted geometry.

Each line ends with the Löwdin charge.
Atoms and positions in Å:
Sr1 -11.703 1.953 12.216  1.51
C1 -7.216 3.697 8.656  -0.09
C2 -7.057 2.284 8.538  -0.10
C3 -8.004 1.366 8.986  -0.04
C4 -9.064 1.900 9.730  -0.30
C5 -9.342 3.314 9.798  -0.07
C6 -8.442 4.190 9.224  -0.12
N1 -9.811 1.112 10.586  -0.12
N2 -9.590 -0.172 10.389  -0.01
C7 -10.172 -1.013 11.282  -0.35
C8 -9.717 -2.386 11.254  -0.03
C9 -10.414 -3.340 11.978  -0.10
C10 -11.442 -2.890 12.811  -0.11
C11 -11.605 -1.521 13.057  -0.19
N3 -10.952 -0.589 12.356  -0.05
H1 -6.431 4.405 8.409  0.08
H2 -6.190 1.881 8.001  0.10
H3 -7.899 0.267 8.983  0.10
H4 -10.332 3.757 10.166  0.10
H5 -8.609 5.274 9.364  0.10
H6 -8.838 -2.590 10.565  0.12
H7 -10.067 -4.411 11.998  0.12
H8 -12.150 -3.624 13.260  0.10
H9 -12.237 -1.157 13.866  0.10
C12 -8.492 4.816 13.199  -0.10
C13 -9.157 5.915 14.083  -0.57
C14 -9.277 7.213 13.169  -0.07
C15 -8.322 6.234 15.343  -0.10
Si1 -10.860 5.154 14.582  0.95
C16 -10.851 3.892 16.015  -0.66
C17 -10.900 4.812 17.273  -0.10
C18 -9.614 3.015 16.125  -0.11
C19 -12.027 2.896 16.038  -0.11
C20 -12.371 6.471 14.622  -0.63
C21 -12.656 6.953 13.149  -0.09
C22 -11.931 7.608 15.556  -0.09
C23 -13.663 5.848 15.105  -0.15
H10 -7.509 4.580 13.566  0.07
H11 -8.369 5.116 12.144  0.07
H12 -8.983 3.798 13.211  0.05
H13 -8.318 7.484 12.801  0.07
H14 -9.744 8.024 13.623  0.04
H15 -9.896 6.939 12.298  0.07
H16 -7.262 6.371 15.071  0.09
H17 -8.313 5.396 16.002  0.03
H18 -8.596 7.136 15.856  0.07
H19 -10.139 5.627 17.229  0.06
H20 -10.755 4.194 18.232  0.11
H21 -11.948 5.312 17.325  0.09
H22 -8.744 3.672 16.368  0.08
H23 -9.380 2.516 15.161  0.08
H24 -9.737 2.275 16.937  0.10
H25 -12.993 3.239 15.733  0.05
H26 -12.163 2.531 17.076  0.10
H27 -11.861 1.966 15.528  0.05
H28 -11.837 7.516 12.701  0.05
H29 -13.508 7.639 13.200  0.08
H30 -13.029 6.081 12.564  0.08
H31 -10.992 7.395 16.100  0.05
H32 -12.725 7.770 16.322  0.09
H33 -11.784 8.522 14.924  0.09
H34 -14.036 4.954 14.521  0.09
H35 -14.473 6.639 15.234  0.10
H36 -13.661 5.440 16.168  0.07
Cl1 -14.746 4.610 8.843  0.61
C24 -15.057 3.402 10.048  -0.55
C25 -13.854 3.080 10.908  -0.80
O1 -13.997 2.057 11.624  -0.21
O2 -12.780 3.721 10.857  -0.19
H37 -15.272 2.476 9.507  0.08
H38 -16.007 3.647 10.618  0.11

- Energy relative to the best compared isomer or geometry (same formula, charge and spin): 0.900 eV
- Frontier orbital gap (alpha / beta): 4.943 / 6.789 eV
- Molar mass: 563.757 g mol⁻¹
- LUMO energy (alpha / beta): -1.137 / -0.377 eV
- E_HOMO (alpha / beta): -0.223 / -0.263 hartree

[3]
DFT (ωB97M-V/def2-TZVPD) results for a structure of composition C25H38F4N6O10P2Ta.

Each line ends with the Löwdin charge.
Atoms and positions in Å:
Ta1 -0.198 0.014 0.064  2.00
C1 -0.903 -1.434 4.295  -0.04
C2 -0.213 -1.159 2.969  -0.19
N1 -0.771 0.025 2.208  -0.25
C3 -0.547 1.332 2.967  -0.19
C4 0.677 1.415 3.856  -0.05
C5 -2.266 -0.111 2.048  -0.16
C6 -2.782 0.963 1.097  -0.14
N2 -1.796 1.198 0.014  -0.13
C7 -1.953 2.325 -0.805  -0.14
C8 -0.931 2.528 -1.714  -0.14
F1 0.037 1.529 -1.704  -0.04
C9 -0.857 3.570 -2.603  -0.22
F2 0.175 3.641 -3.439  0.13
C10 -1.873 4.508 -2.606  0.13
C11 -2.921 4.333 -1.721  -0.18
F3 -3.914 5.198 -1.700  0.16
C12 -2.982 3.260 -0.831  -0.12
F4 -4.035 3.157 -0.026  0.14
H1 -0.326 -2.191 4.826  0.11
H2 -0.956 -0.556 4.938  0.08
H3 -1.908 -1.831 4.161  0.09
H4 0.850 -0.965 3.102  0.11
H5 -0.309 -2.032 2.324  0.11
H6 -0.546 2.132 2.229  0.11
H7 -1.430 1.465 3.594  0.13
H8 1.597 1.111 3.372  0.04
H9 0.770 2.453 4.180  0.11
H10 0.575 0.812 4.756  0.09
H11 -2.480 -1.113 1.693  0.10
H12 -2.737 0.010 3.021  0.14
H13 -3.751 0.668 0.693  0.14
H14 -2.921 1.901 1.634  0.13
H15 -1.854 5.356 -3.277  0.16
N3 4.899 0.498 -0.364  0.20
C13 3.517 0.963 -0.799  -0.46
C14 3.641 2.164 -1.730  -0.04
P1 2.679 1.270 0.828  0.37
O1 3.318 2.667 1.178  -0.06
O2 3.039 0.135 1.695  -0.25
O3 1.156 1.483 0.576  -0.40
P2 2.620 -0.434 -1.639  0.43
O4 3.700 -1.570 -1.468  -0.07
O5 2.166 -0.118 -2.998  -0.24
O6 1.434 -0.795 -0.680  -0.42
H16 5.459 1.303 -0.064  0.18
H17 5.400 0.013 -1.112  0.17
H18 4.804 -0.141 0.441  0.15
H19 4.137 2.994 -1.226  0.10
H20 2.649 2.494 -2.037  0.09
H21 4.186 1.903 -2.637  0.11
H22 3.208 3.026 2.071  0.13
H23 3.470 -2.481 -1.705  0.13
N4 -1.342 -1.673 -5.699  0.07
C15 -1.212 -0.205 -5.391  -0.07
C16 -1.578 0.040 -3.933  -0.17
N5 -0.770 -0.743 -2.994  -0.06
C17 -0.895 -2.169 -3.310  -0.17
C18 -0.518 -2.503 -4.748  -0.07
H24 -1.056 -1.857 -6.663  0.19
H25 -2.325 -1.952 -5.635  0.19
H26 -1.861 0.342 -6.073  0.15
H27 -0.174 0.063 -5.590  0.15
H28 -2.633 -0.203 -3.769  0.14
H29 -1.466 1.104 -3.740  0.11
H30 0.211 -0.477 -3.103  0.05
H31 -1.925 -2.483 -3.110  0.14
H32 -0.246 -2.751 -2.659  0.11
H33 -0.689 -3.552 -4.982  0.15
H34 0.524 -2.254 -4.952  0.14
O7 0.297 -3.452 -0.422  0.14
C19 -0.789 -3.068 -0.107  -0.47
O8 -1.026 -1.698 0.051  -0.26
C20 -1.983 -3.901 0.124  -0.14
C21 -1.789 -5.267 0.328  0.03
C22 -2.880 -6.090 0.548  0.05
C23 -4.140 -5.523 0.547  -0.10
C24 -4.363 -4.175 0.334  0.03
C25 -3.268 -3.356 0.125  -0.01
N6 -5.319 -6.404 0.777  -0.34
O9 -5.101 -7.588 0.879  0.12
O10 -6.398 -5.858 0.851  0.11
H35 -0.787 -5.673 0.319  0.13
H36 -2.772 -7.152 0.716  0.14
H37 -5.376 -3.798 0.335  0.13
H38 -3.417 -2.302 -0.065  0.11

- Energy relative to the best compared isomer or geometry (same formula, charge and spin): 0.000 eV
- Frontier orbital gap: 7.692 eV
- Molar mass: 901.499 g mol⁻¹
- Total charge: +3
- LUMO energy: -9.010 eV
- E_HOMO: -0.614 hartree

[4]
DFT (ωB97M-V/def2-TZVPD) results for a structure of composition C25H38F5INO22PSi2 at a distorted geometry.

Each line ends with the Löwdin charge.
Atoms and positions in Å:
C1 -5.628 -4.218 3.604  -0.07
C2 -5.680 -2.888 2.768  -0.41
C3 -5.514 -1.728 3.784  -0.10
C4 -4.599 -2.918 1.637  -0.19
Si1 -2.898 -2.248 2.159  0.52
C5 -1.708 -2.732 0.775  -0.21
C6 -2.224 -2.280 -0.649  -0.29
N1 -1.590 -1.062 -1.152  0.02
C7 -2.820 -0.356 2.309  -0.24
C8 -3.544 0.418 1.232  -0.88
O1 -4.205 0.009 0.401  0.05
I1 -3.197 2.576 1.273  0.84
O2 -2.565 -3.009 3.652  -0.31
Si2 -0.958 -3.041 4.087  0.55
C9 -0.082 -1.353 3.999  -0.18
C10 0.960 -1.263 5.101  -0.63
O3 0.630 -1.002 6.167  0.17
O4 2.261 -1.544 4.806  0.07
P1 0.279 -4.562 3.002  0.38
O5 -0.493 -5.598 2.327  -0.30
O6 1.213 -5.296 4.146  -0.18
O7 1.363 -3.784 2.065  -0.16
H1 -6.632 -4.655 3.576  0.07
H2 -5.332 -4.037 4.642  0.07
H3 -4.915 -4.940 3.195  0.07
H4 -6.680 -2.791 2.334  0.12
H5 -5.346 -0.747 3.325  0.07
H6 -4.783 -1.960 4.566  0.07
H7 -6.474 -1.642 4.318  0.08
H8 -4.940 -2.495 0.687  0.07
H9 -4.401 -3.985 1.438  0.08
H10 -1.572 -3.820 0.719  0.07
H11 -0.721 -2.255 0.892  0.06
H12 -1.979 -3.094 -1.348  0.10
H13 -3.313 -2.174 -0.689  0.09
H14 -2.218 -0.269 -1.199  0.00
H15 -0.725 -0.842 -0.684  0.06
H16 -3.163 0.002 3.289  0.09
H17 -1.760 -0.067 2.217  0.05
H18 -0.920 -3.451 5.506  0.02
H19 -0.846 -0.600 4.226  0.09
H20 0.302 -1.127 2.995  0.08
H21 2.484 -1.140 3.955  0.12
H22 0.589 -5.651 4.796  0.07
H23 2.115 -3.572 2.641  0.07
C11 -1.464 1.501 -5.064  -0.06
C12 -0.767 2.626 -4.353  -0.31
O8 -1.538 2.775 -3.174  0.14
C13 -2.064 1.542 -2.901  -0.52
O9 -2.538 1.235 -1.861  0.10
O10 -1.964 0.720 -3.972  0.09
F1 -0.827 3.781 -5.065  0.07
H24 -2.301 1.849 -5.673  0.15
H25 -0.806 0.922 -5.678  0.11
H26 0.272 2.419 -4.087  0.17
C14 1.654 4.522 3.282  -0.05
C15 0.309 4.597 3.953  -0.31
O11 -0.413 3.550 3.325  0.09
C16 0.510 2.616 2.963  -0.55
O12 0.255 1.498 2.658  0.15
O13 1.769 3.123 3.005  0.07
F2 -0.308 5.773 3.691  0.08
H27 1.683 5.082 2.346  0.15
H28 2.464 4.863 3.922  0.14
H29 0.332 4.429 5.031  0.18
C17 5.020 -0.802 5.987  -0.05
C18 5.629 0.544 5.695  -0.32
O14 7.016 0.297 5.825  0.13
C19 7.205 -1.019 5.500  -0.55
O15 8.253 -1.499 5.246  0.19
O16 6.026 -1.696 5.500  0.08
F3 5.258 1.469 6.616  0.07
H30 4.873 -0.966 7.056  0.15
H31 4.071 -0.959 5.474  0.10
H32 5.420 0.926 4.692  0.17
C20 0.721 2.844 -8.921  -0.05
C21 0.197 1.549 -8.367  -0.29
O17 -1.183 1.615 -8.663  0.13
C22 -1.296 2.382 -9.796  -0.54
O18 -2.259 2.433 -10.473  0.20
O19 -0.146 3.067 -10.035  0.08
F4 0.349 1.489 -7.010  0.04
H33 0.623 3.670 -8.214  0.15
H34 1.758 2.773 -9.238  0.12
H35 0.628 0.656 -8.821  0.18
C23 5.859 2.891 -7.116  -0.05
C24 4.502 2.633 -6.518  -0.31
O20 3.710 2.345 -7.658  0.11
C25 4.557 1.801 -8.586  -0.55
O21 4.199 1.208 -9.542  0.19
O22 5.853 2.028 -8.257  0.08
F5 4.010 3.739 -5.910  0.08
H36 5.979 3.925 -7.442  0.15
H37 6.672 2.638 -6.439  0.14
H38 4.465 1.790 -5.826  0.18

- Energy relative to the best compared isomer or geometry (same formula, charge and spin): 1.432 eV
- Frontier orbital gap: 8.195 eV
- Molar mass: 1013.604 g mol⁻¹
- LUMO energy: -0.315 eV
- E_HOMO: -0.313 hartree

| no. | DFT total energy (eV) |
| --- | --- |
| 1 | -156957.4981 |
| 2 | -56341.5726 |
| 3 | -86938.5304 |
| 4 | -119813.8667 |